A | Below is 4 unconnected molecules or ions with the total composition C2H11NO3, with properties calculated with ωB97M-V with the def2-TZVPD basis set.

Geometry (Å):
C  -1.24  0.39  0.76
N  -0.18  1.20  0.37
C  1.19  0.71  0.49
O  0.08  1.05  -2.16
H  -0.99  -0.02  1.74
H  -2.19  0.92  0.88
H  -1.52  -0.47  0.11
H  -0.31  1.36  -0.67
H  1.48  -0.14  -0.13
H  1.17  0.40  1.56
H  1.88  1.55  0.57
H  0.29  -1.60  -0.33
H  0.42  -0.74  -1.69
O  0.74  -1.53  -1.22
H  -0.43  1.60  -2.78
H  -0.18  -2.82  1.32
O  -0.20  -1.86  1.17

Properties
* LUMO energy: -4.8 eV
* spin multiplicity: 1

=====

B | Below is 4 unconnected molecules or ions with the total composition C2H11NO3, with properties calculated with ωB97M-V with the def2-TZVPD basis set.

Geometry (Å):
C  1.48  -2.35  0.26
C  0.85  -1.16  0.25
N  0.04  -0.36  1.10
H  2.22  -2.87  0.91
H  1.49  -2.91  -0.68
H  0.53  -0.81  -0.75
H  0.16  -0.44  2.06
H  -0.89  -0.28  0.82
H  -1.45  -0.76  -3.27
H  -1.24  0.27  -2.18
O  -1.88  -0.32  -2.54
H  2.32  1.60  0.57
H  2.30  3.11  0.83
O  1.80  2.37  0.43
H  -3.15  2.07  1.16
H  -1.97  1.57  0.22
O  -2.63  1.27  0.82

Properties
* SMILES: C=CN.O.O.O
* LUMO energy: 0.6 eV
* spin multiplicity: 1

=====

Which is most stable? The ranking, best first, is B, A.

=====

A | Below is a gas-phase ion, C7H14N (charge +1), with properties calculated with ωB97M-V with the def2-TZVPD basis set.

Geometry (Å):
C  -1.42  0.36  -0.14
C  -0.18  -0.81  -0.07
C  -0.34  1.40  -0.11
C  0.76  0.33  0.04
C  -2.86  0.38  0.00
C  -0.10  -2.27  -0.05
C  1.62  0.42  1.28
N  1.75  0.38  -1.18
H  -0.27  2.00  -1.02
H  -0.41  2.09  0.74
H  -3.13  0.74  1.00
H  -3.30  -0.60  -0.15
H  -3.29  1.09  -0.72
H  0.79  -2.59  0.49
H  -0.07  -2.70  -1.05
H  -0.98  -2.69  0.45
H  0.99  0.40  2.16
H  2.20  1.34  1.30
H  2.30  -0.43  1.35
H  2.46  -0.35  -1.07
H  2.23  1.29  -1.22
H  1.23  0.21  -2.04

Properties
* SMILES: CC1=C(C)[C@@](C)([NH3+])C1
* net charge: +1
* LUMO energy: -3.4 eV
* spin multiplicity: 1

=====

B | Below is a gas-phase ion, C7H14N (charge +1), with properties calculated with ωB97M-V with the def2-TZVPD basis set.

Geometry (Å):
C  -1.11  0.23  -1.70
C  -1.10  0.22  -0.15
C  0.25  0.18  0.46
C  0.92  1.14  1.11
C  0.63  2.58  1.26
C  0.23  -2.20  1.29
C  0.81  -1.22  0.64
N  -0.34  -0.95  -2.18
H  -0.67  1.14  -2.13
H  -2.11  0.27  -2.12
H  -1.80  -0.50  0.26
H  -1.63  1.18  -0.01
H  1.87  0.81  1.53
H  -0.11  2.97  0.57
H  0.25  2.70  2.29
H  1.52  3.20  1.30
H  -0.68  -2.14  1.90
H  0.56  -3.22  1.26
H  1.81  -1.30  0.22
H  0.61  -0.99  -1.79
H  -0.69  -1.82  -1.78
H  -0.25  -1.03  -3.20

Properties
* SMILES: C=C/C(=C/C)CC[NH3+]
* net charge: +1
* LUMO energy: -3.4 eV
* spin multiplicity: 1

=====

Which is most stable? The ranking, best first, is B, A.

=====

A | Below is 2 unconnected molecules or ions with the total composition C7H14N, with properties calculated with ωB97M-V with the def2-TZVPD basis set.

Geometry (Å):
C  -1.52  2.00  -0.24
C  -2.60  1.53  -0.22
C  1.07  -1.69  0.68
C  -0.34  -1.24  0.41
C  0.73  -0.91  -0.52
C  -3.73  0.67  -0.13
C  2.81  0.32  -0.39
N  1.32  0.41  -0.48
H  -0.61  2.48  -0.36
H  1.24  1.02  -1.24
H  1.51  -1.32  1.55
H  1.26  -2.72  0.70
H  -1.10  -1.99  -0.07
H  -0.68  -0.41  1.18
H  0.78  -1.37  -1.56
H  -4.57  1.15  -0.64
H  -4.03  0.69  1.03
H  -3.27  -0.36  -0.46
H  3.10  0.46  0.64
H  3.09  -0.72  -0.75
H  3.24  1.18  -0.97
H  0.93  0.95  0.30

Properties
* net charge: +1
* LUMO energy: -3.1 eV
* spin multiplicity: 1

=====

B | Below is a gas-phase ion, C7H14N (charge +1), with properties calculated with ωB97M-V with the def2-TZVPD basis set.

Geometry (Å):
C  0.22  -0.73  -0.77
C  1.40  0.17  -0.65
C  -0.61  1.38  -0.33
C  -0.20  -0.04  1.56
C  -0.78  -0.05  0.16
C  0.82  1.48  0.00
C  0.74  1.17  1.50
N  2.00  1.03  2.24
H  -0.19  -0.63  -1.76
H  0.32  -1.78  -0.46
H  2.17  -0.32  -0.01
H  1.90  0.32  -1.59
H  -0.91  1.42  -1.38
H  -1.25  2.10  0.06
H  0.44  -0.87  1.79
H  -0.94  0.12  2.33
H  -1.76  -0.52  0.06
H  1.30  2.43  -0.37
H  0.18  2.01  1.95
H  2.13  1.90  2.82
H  1.91  0.22  2.79
H  2.75  0.82  1.68

Properties
* SMILES: [NH3+][C@@H]1C[C@@H]2CC[C@H]1C2
* net charge: +1
* LUMO energy: -3.6 eV
* spin multiplicity: 1

=====

Which is most stable? The ranking, best first, is B, A.